[1]
Formula: C5H12O2
Source: the OMol25 dataset
Level of theory: ωB97M-V/def2-TZVPD

CARTESIAN COORDINATES (ANGSTROEM)
O1 0.364 -0.141 -1.463
O2 -1.359 -1.826 -0.515
C1 -1.568 -1.375 0.809
C2 -0.986 0.001 1.030
C3 0.493 -0.168 1.015
C4 0.760 1.017 -2.066
C5 1.400 0.776 0.631
H1 0.850 0.973 -3.148
H2 1.714 1.354 -1.538
H3 -0.601 -1.279 -0.854
H4 -1.299 0.268 2.044
H5 -1.128 -2.171 1.440
H6 -2.630 -1.524 1.031
H7 1.214 1.836 0.717
H8 0.871 -0.105 -0.388
H9 2.420 0.596 0.955
H10 0.732 -0.697 1.940
H11 0.099 1.873 -1.830
H12 -1.346 0.591 0.192

Calculated values
Molar mass ... 104.149 g mol⁻¹
SMILES ... C=CCCO.CO
E ... -347.9992 hartree
ΔE to the lowest compared entry with this formula, charge and spin ... 539.95 kJ/mol
Frontier orbital gap ... 8.66 eV


[2]
Formula: C24H54ClN3
Source: the OMol25 dataset
Level of theory: ωB97M-V/def2-TZVPD

CARTESIAN COORDINATES (ANGSTROEM)
Cl1 -6.954 -0.115 -9.299
N1 -2.689 0.369 -7.811
N2 -11.634 1.231 -6.863
N3 -7.354 -3.271 -5.887
C1 -4.919 3.306 -6.804
C2 -7.614 -4.038 -4.624
C3 -6.766 0.330 -4.374
C4 -3.636 -0.658 -7.277
C5 -11.829 0.352 -5.651
C6 -2.786 0.388 -9.313
C7 -11.154 -0.206 -3.229
C8 -6.643 -1.211 -4.495
C9 -12.574 0.747 -7.965
C10 -6.027 -3.557 -6.574
C11 -11.088 0.802 -4.377
C12 -7.777 -3.495 -8.250
C13 -4.392 2.237 -7.751
C14 -10.339 -0.103 -8.449
C15 -10.248 1.052 -7.469
C16 -1.337 -0.152 -7.296
C17 -11.818 -0.391 -8.644
C18 -8.403 -3.710 -6.910
C19 -1.414 -1.621 -7.601
C20 -3.061 1.722 -7.234
C21 -6.310 -3.871 -8.048
C22 -12.047 2.617 -6.458
C23 -2.890 -2.029 -7.468
C24 -7.473 -1.788 -5.633
H1 -10.478 0.103 -2.434
H2 -7.739 0.778 -4.563
H3 -6.480 0.684 -3.385
H4 -5.553 -3.456 -8.713
H5 -5.817 3.732 -7.259
H6 -5.357 -2.726 -6.378
H7 -9.228 -3.020 -6.737
H8 -0.802 -2.144 -6.864
H9 -3.043 -2.773 -6.694
H10 -9.479 0.926 -6.708
H11 -7.944 -2.431 -8.441
H12 -3.049 1.639 -6.147
H13 -6.165 -4.938 -8.238
H14 -3.296 -2.394 -8.411
H15 -4.286 4.199 -6.792
H16 -5.096 1.412 -7.851
H17 -12.905 0.354 -5.455
H18 -2.330 1.326 -9.622
H19 -3.840 0.407 -9.586
H20 -3.894 -0.495 -6.229
H21 -13.550 0.452 -7.592
H22 -7.037 -1.583 -3.546
H23 -8.679 -3.981 -4.423
H24 -6.014 0.694 -5.078
H25 -11.334 2.997 -5.736
H26 -9.843 0.110 -9.392
H27 -0.660 0.480 -7.872
H28 -12.089 -0.413 -9.699
H29 -4.286 2.745 -8.710
H30 -13.094 2.516 -6.194
H31 -5.644 -4.469 -6.116
H32 -11.971 3.302 -7.304
H33 -2.191 2.325 -7.506
H34 -12.139 -0.068 -2.774
H35 -12.110 -1.364 -8.249
H36 -10.021 2.041 -7.871
H37 -11.521 1.747 -4.063
H38 -2.277 -0.486 -9.700
H39 -11.638 -0.698 -5.883
H40 -12.650 1.622 -8.609
H41 -5.044 2.946 -5.784
H42 -7.405 -5.082 -4.863
H43 -1.261 0.090 -6.239
H44 -4.587 -0.630 -7.814
H45 -10.055 0.936 -4.715
H46 -9.841 -0.987 -8.056
H47 -8.672 -4.751 -6.733
H48 -11.037 -1.246 -3.524
H49 -8.221 -4.022 -9.090
H50 -6.908 -3.765 -3.848
H51 -0.989 -1.898 -8.563
H52 -5.595 -1.475 -4.631
H53 -8.542 -1.630 -5.471
H54 -7.217 -1.283 -6.573

Calculated values
Net charge ... +2
Molar mass ... 420.170 g mol⁻¹
E ... -1570.7605 hartree
ΔE to the lowest compared entry with this formula, charge and spin ... 89.34 kJ/mol
Frontier orbital gap ... 8.42 eV


[3]
Formula: C29H45F18N5O22
Source: the OMol25 dataset
Level of theory: ωB97M-V/def2-TZVPD

CARTESIAN COORDINATES (ANGSTROEM)
F1 2.619 1.746 0.520
F2 2.932 2.699 -1.463
F3 -0.333 3.638 -4.929
F4 1.295 3.889 4.158
F5 4.483 -7.025 -2.297
F6 5.550 -7.951 -0.670
F7 -5.282 -1.295 -4.451
F8 6.243 -5.998 -1.441
F9 -0.007 -3.028 -2.563
F10 -5.950 -3.169 -3.504
F11 -0.973 -4.027 -0.903
F12 4.555 1.617 -0.533
F13 -0.504 3.525 3.056
F14 -0.021 5.708 -4.518
F15 1.346 3.772 1.983
F16 -1.908 4.803 -4.011
F17 -7.098 -1.323 -3.395
F18 -2.197 -3.412 -2.505
O1 -4.552 0.285 4.036
O2 4.780 -5.708 0.953
O3 1.492 0.242 -1.620
O4 1.006 6.422 3.887
O5 3.012 -5.912 -0.507
O6 -3.400 2.418 -3.231
O7 -5.067 -0.187 -1.874
O8 1.771 0.405 6.341
O9 -2.859 0.917 -4.660
O10 -1.447 -5.299 -4.162
O11 -0.027 -6.008 -2.374
O12 -4.669 -2.433 -1.381
O13 1.001 -0.696 1.590
O14 -0.361 6.124 2.055
O15 0.770 5.261 -2.199
O16 -0.356 3.294 -1.969
O17 -3.888 0.804 1.992
O18 3.629 -0.545 -1.634
O19 -0.671 -1.399 0.486
O20 3.894 0.109 6.189
O21 -0.133 1.237 4.563
O22 -1.484 -0.310 3.896
N1 0.031 -0.470 0.907
N2 -4.348 1.049 3.112
N3 2.780 0.103 5.695
N4 -2.917 1.351 -3.520
N5 -1.038 0.439 4.709
C1 -0.446 0.908 0.996
C2 -5.900 -1.837 -3.438
C3 0.918 7.817 4.030
C4 -1.465 -6.433 -5.002
C5 0.353 5.690 2.955
C6 2.040 -5.295 0.294
C7 4.309 -6.096 -0.132
C8 4.066 -1.309 -3.831
C9 5.152 -6.785 -1.159
C10 -0.992 -3.832 -2.212
C11 -0.249 -6.448 -5.917
C12 2.696 0.392 -1.386
C13 2.051 -3.808 -0.033
C14 -0.755 -5.221 -2.925
C15 1.204 5.272 -0.841
C16 -2.180 0.590 -2.506
C17 -5.178 -1.412 -2.169
C18 -3.538 -3.346 0.642
C19 1.887 6.569 -0.595
C20 1.881 8.066 5.206
C21 -4.015 -2.100 -0.140
C22 2.699 -0.289 4.297
C23 -0.080 4.308 -2.607
C24 0.643 4.182 3.032
C25 -0.593 4.653 -4.021
C26 -4.663 2.506 3.357
C27 3.247 1.659 -0.690
C28 -1.570 0.204 6.042
C29 3.311 -1.597 -2.550
H1 2.512 0.626 3.736
H2 1.049 -5.679 0.056
H3 2.257 -1.785 -2.756
H4 -2.738 -3.039 1.316
H5 3.676 -0.557 3.895
H6 -3.283 -4.115 -0.088
H7 2.924 6.361 -0.859
H8 -4.587 -1.454 0.526
H9 0.664 -6.480 -5.322
H10 -2.572 -0.220 6.097
H11 -2.459 -0.458 -2.615
H12 1.859 6.862 0.455
H13 1.676 7.477 6.100
H14 0.357 5.109 -0.174
H15 -0.181 -7.335 -6.547
H16 1.294 -3.374 0.621
H17 -0.034 1.297 0.064
H18 -5.183 2.577 4.313
H19 3.708 -2.458 -2.012
H20 -3.094 -1.560 -0.358
H21 -1.103 0.728 -2.594
H22 5.137 -1.251 -3.634
H23 -1.024 -0.548 6.611
H24 -2.583 0.904 -1.543
H25 -1.403 -7.279 -4.317
H26 -4.381 -3.810 1.155
H27 1.781 9.103 5.525
H28 2.920 8.020 4.881
H29 1.957 -1.065 4.105
H30 3.000 -3.299 0.133
H31 -5.220 2.977 2.547
H32 -3.657 2.911 3.461
H33 -0.077 8.212 4.235
H34 1.755 -3.520 -1.042
H35 3.858 -2.096 -4.556
H36 -0.341 -5.553 -6.532
H37 2.236 -5.424 1.358
H38 -1.598 1.135 6.609
H39 -1.527 0.856 1.129
H40 1.292 8.363 3.163
H41 -2.436 -6.498 -5.493
H42 0.013 1.243 1.926
H43 1.387 7.376 -1.130
H44 3.789 -0.359 -4.287
H45 1.845 4.407 -0.670

Calculated values
Net charge ... -1
Molar mass ... 1157.656 g mol⁻¹
E ... -4858.2133 hartree
2S+1 ... 2
Frontier orbital gap (spin up / spin down) ... 2.72 / 6.67 eV


[4]
Formula: C2H7NO
Source: the OMol25 dataset
Level of theory: ωB97M-V/def2-TZVPD

CARTESIAN COORDINATES (ANGSTROEM)
O1 0.181 -0.418 1.501
N1 -0.430 0.427 -1.154
C1 0.984 -1.455 0.958
C2 -0.931 1.539 -1.571
H1 1.813 -1.057 0.368
H2 1.378 -2.040 1.785
H3 -0.289 -0.037 0.745
H4 0.031 1.222 -0.502
H5 -0.387 2.179 -2.290
H6 -1.980 1.836 -1.390
H7 0.397 -2.121 0.326

Calculated values
Molar mass ... 61.084 g mol⁻¹
SMILES ... C=N.CO
E ... -210.2372 hartree
ΔE to the lowest compared entry with this formula, charge and spin ... 424.12 kJ/mol
Frontier orbital gap ... 8.87 eV


[5]
Formula: C8H24O8S2
Source: the OMol25 dataset
Level of theory: ωB97M-V/def2-TZVPD

CARTESIAN COORDINATES (ANGSTROEM)
S1 -2.521 -0.994 0.437
S2 0.479 2.050 3.455
O1 -3.272 -1.595 1.494
O2 0.138 -0.833 -4.336
O3 1.703 1.304 -3.097
O4 0.736 3.436 3.689
O5 -2.046 -2.201 -0.483
O6 -0.802 1.479 3.745
O7 1.609 1.240 4.306
O8 -1.402 -0.142 0.723
C1 1.007 1.624 1.803
C2 0.227 -0.365 -5.682
C3 0.274 -1.724 -1.195
C4 1.329 -0.136 4.600
C5 2.202 -0.540 5.771
C6 -3.651 -0.113 -0.659
C7 -1.179 -1.921 -1.597
C8 0.900 2.007 -2.171
H1 0.153 1.348 -1.707
H2 1.867 -0.091 6.704
H3 -4.315 0.482 -0.040
H4 1.525 2.390 -1.367
H5 2.207 -1.629 5.853
H6 0.514 -2.488 -0.450
H7 0.185 1.826 1.117
H8 0.323 -1.776 -4.347
H9 1.131 0.703 -3.589
H10 -0.230 0.619 -5.744
H11 0.934 -1.901 -2.042
H12 0.273 -0.301 4.800
H13 1.603 -0.751 3.733
H14 -0.279 -1.027 -6.389
H15 -1.597 -1.124 -2.213
H16 -4.201 -0.870 -1.211
H17 3.245 -0.257 5.628
H18 -1.196 -2.822 -2.212
H19 1.865 2.244 1.564
H20 -3.040 0.524 -1.293
H21 0.357 2.835 -2.638
H22 1.171 0.550 1.778
H23 1.269 -0.291 -6.007
H24 0.506 -0.770 -0.732

Calculated values
Molar mass ... 312.406 g mol⁻¹
SMILES ... CCOS(C)(=O)=O.CCOS(C)(=O)=O.CO.CO
E ... -1717.4354 hartree
ΔE to the lowest compared entry with this formula, charge and spin ... 0.00 kJ/mol
Frontier orbital gap ... 10.50 eV


[6]
Formula: C33H25CaF5N13O3S4
Source: the OMol25 dataset
Level of theory: ωB97M-V/def2-TZVPD

CARTESIAN COORDINATES (ANGSTROEM)
Ca1 0.270 -0.186 0.221
S1 -0.454 -3.866 3.782
S2 1.498 2.011 2.935
S3 5.065 -1.463 1.973
S4 -2.554 -0.566 -0.848
F1 -6.508 1.315 3.153
F2 -7.341 0.266 0.779
F3 -5.581 -0.592 -1.025
F4 -2.045 0.614 1.904
F5 -3.830 1.477 3.674
O1 0.644 2.826 3.757
O2 1.818 1.253 -1.455
O3 1.964 0.742 3.448
N1 6.453 5.149 1.852
N2 0.099 3.897 1.110
N3 3.064 1.973 -3.206
N4 -1.917 0.144 -8.110
N5 -0.441 -0.053 -2.965
N6 2.377 -3.780 -1.909
N7 -0.662 2.013 -0.118
N8 3.470 -3.008 -3.999
N9 0.143 -2.108 2.043
N10 2.585 -0.278 -2.921
N11 0.849 1.666 1.508
N12 2.691 -1.081 1.141
N13 0.714 -2.200 -0.998
C1 2.947 -3.348 -3.022
C2 -0.778 4.630 0.438
C3 2.902 4.339 2.460
C4 0.089 2.587 0.844
C5 -2.285 -2.602 2.131
C6 -3.722 -0.021 0.333
C7 -0.491 1.100 -3.621
C8 -1.665 4.116 -0.491
C9 -3.347 0.531 1.563
C10 2.962 2.961 2.614
C11 -0.872 1.212 -4.947
C12 3.924 -0.728 0.935
C13 4.192 2.320 2.553
C14 2.451 0.985 -2.473
C15 5.292 4.423 2.140
C16 1.515 -2.927 -1.436
C17 1.187 -3.445 3.610
C18 4.366 0.260 -0.087
C19 -6.029 0.354 1.043
C20 -5.611 0.891 2.250
C21 5.348 3.041 2.312
C22 2.613 -1.971 2.186
C23 -0.780 -1.158 -3.619
C24 1.321 -2.504 2.636
C25 -1.550 2.753 -0.748
C26 -5.101 -0.087 0.119
C27 -1.213 0.046 -5.622
C28 4.056 5.062 2.221
C29 -1.607 0.100 -7.005
C30 3.806 -2.306 2.752
C31 -0.866 -2.758 2.549
C32 -1.168 -1.167 -4.951
C33 -4.253 0.978 2.509
H1 -0.196 1.980 -3.060
H2 3.982 -2.970 3.578
H3 3.694 1.116 -0.075
H4 -1.429 -2.092 -5.442
H5 1.966 -3.900 4.192
H6 -2.335 -2.291 1.087
H7 3.047 -0.553 -3.773
H8 -2.392 4.733 -0.995
H9 -2.822 -3.543 2.252
H10 1.943 4.830 2.528
H11 7.297 4.731 2.210
H12 -0.748 -2.074 -3.045
H13 4.340 -0.188 -1.080
H14 5.380 0.598 0.123
H15 3.178 2.842 -2.710
H16 -0.774 5.694 0.658
H17 -2.775 -1.847 2.744
H18 -2.173 2.217 -1.458
H19 -0.896 2.174 -5.437
H20 1.966 -0.956 -2.504
H21 3.788 1.726 -3.858
H22 6.398 6.128 2.086
H23 4.004 6.138 2.101
H24 6.303 2.532 2.263
H25 4.237 1.251 2.709

Calculated values
Net charge ... -1
Molar mass ... 914.987 g mol⁻¹
E ... -4980.0987 hartree
ΔE to the lowest compared entry with this formula, charge and spin ... 0.00 kJ/mol
Frontier orbital gap ... 6.85 eV


[7]
Formula: C4H14NO2
Source: the OMol25 dataset
Level of theory: ωB97M-V/def2-TZVPD

CARTESIAN COORDINATES (ANGSTROEM)
O1 -0.997 -2.125 2.795
O2 2.167 -1.280 -0.619
N1 -0.363 0.168 -0.485
C1 -1.085 1.687 1.338
C2 0.593 0.238 -1.667
C3 1.497 -0.999 -1.884
C4 -0.932 1.545 -0.168
H1 1.040 -1.935 -2.265
H2 -0.365 -1.827 3.464
H3 -1.006 -0.601 -0.644
H4 -0.264 1.378 1.995
H5 1.217 1.126 -1.610
H6 -1.722 -2.524 3.292
H7 -1.906 1.028 1.636
H8 -1.267 2.724 1.610
H9 2.336 -0.745 -2.539
H10 -1.884 1.606 -0.687
H11 0.306 -0.106 0.232
H12 2.879 -1.951 -0.756
H13 0.006 0.242 -2.591
H14 -0.249 2.349 -0.443

Calculated values
Net charge ... +2
Molar mass ... 108.161 g mol⁻¹
E ... -365.2306 hartree
2S+1 ... 2
ΔE to the lowest compared entry with this formula, charge and spin ... 189.29 kJ/mol
Frontier orbital gap (spin up / spin down) ... 9.43 / 2.52 eV


[8]
Formula: C4H22O11
Source: the OMol25 dataset
Level of theory: ωB97M-V/def2-TZVPD

CARTESIAN COORDINATES (ANGSTROEM)
O1 0.299 -3.751 0.799
O2 2.639 -2.578 0.162
O3 -0.506 -1.214 -2.542
O4 2.049 1.793 -0.239
O5 -1.444 3.059 0.511
O6 -0.214 -0.184 3.063
O7 1.872 -0.595 -1.522
O8 0.394 3.365 -1.760
O9 -1.157 -3.525 -1.454
O10 0.871 2.118 2.174
O11 -1.582 1.769 -1.297
C1 -0.881 -0.289 0.810
C2 -1.984 0.808 0.899
C3 -1.677 1.886 -0.087
C4 -0.655 -0.874 2.163
H1 3.000 -2.312 1.016
H2 -0.109 2.612 -2.159
H3 2.245 -1.268 -0.916
H4 -0.930 -4.170 -2.149
H5 -1.170 -1.069 0.117
H6 -1.039 -0.443 -2.323
H7 -0.904 -1.918 2.366
H8 1.761 1.861 0.706
H9 0.084 2.605 1.970
H10 -0.215 -3.672 -0.020
H11 0.042 0.150 0.373
H12 -0.899 -2.647 -1.883
H13 1.843 -3.086 0.399
H14 -1.062 3.753 -0.064
H15 0.287 -4.698 1.006
H16 1.531 2.416 -0.757
H17 -2.952 0.368 0.671
H18 2.013 0.267 -1.074
H19 -2.013 1.188 1.940
H20 0.745 3.868 -2.489
H21 0.557 1.282 2.616
H22 0.455 -1.072 -2.268

Calculated values
Molar mass ... 246.209 g mol⁻¹
SMILES ... O=CCCC(=O)O.O.O.O.O.O.O.O.O
E ... -993.3140 hartree
Frontier orbital gap ... 10.75 eV


[9]
Formula: CH4OS2
Source: the OMol25 dataset
Level of theory: ωB97M-V/def2-TZVPD

CARTESIAN COORDINATES (ANGSTROEM)
S1 2.428 0.694 0.266
S2 -3.927 -0.410 -0.549
O1 -2.796 -1.059 -1.288
C1 0.800 -0.065 0.514
H1 0.447 -0.565 -0.391
H2 2.066 1.552 -0.699
H3 0.061 0.667 0.849
H4 0.922 -0.815 1.298

Calculated values
Molar mass ... 96.176 g mol⁻¹
SMILES ... O=S.CS
E ... -912.0066 hartree
ΔE to the lowest compared entry with this formula, charge and spin ... 223.03 kJ/mol
Frontier orbital gap ... 6.40 eV


[10]
Formula: C4H5NO
Source: the OMol25 dataset
Level of theory: ωB97M-V/def2-TZVPD

CARTESIAN COORDINATES (ANGSTROEM)
O1 0.375 -1.372 -2.510
N1 -1.350 -0.513 1.043
C1 0.296 -1.093 -1.333
C2 0.881 0.177 -0.818
C3 -0.593 0.497 1.208
C4 0.502 0.848 0.278
H1 -0.715 1.195 2.045
H2 1.019 1.777 0.514
H3 -0.188 -1.756 -0.601
H4 1.667 0.592 -1.447
H5 -2.037 -0.576 1.794

Calculated values
Molar mass ... 83.090 g mol⁻¹
SMILES ... [H]/N=C/C=C\C=O
E ... -285.3582 hartree
ΔE to the lowest compared entry with this formula, charge and spin ... 148.07 kJ/mol
Frontier orbital gap ... 9.22 eV


[11]
Formula: C5H7FS2
Source: the OMol25 dataset
Level of theory: ωB97M-V/def2-TZVPD

CARTESIAN COORDINATES (ANGSTROEM)
S1 -3.731 1.259 -0.254
S2 -1.988 -2.322 0.251
F1 -0.080 2.541 0.501
C1 1.399 0.604 0.450
C2 -1.098 0.438 0.625
C3 0.106 1.290 0.075
C4 -1.463 -0.634 -0.342
C5 -2.389 0.424 -0.175
H1 0.128 1.318 -1.054
H2 1.516 0.213 1.514
H3 -1.155 0.133 1.641
H4 -0.997 -0.731 -1.243
H5 1.529 -0.252 -0.254
H6 -2.355 -1.763 1.338
H7 2.127 1.329 0.500

Calculated values
Molar mass ... 150.243 g mol⁻¹
SMILES ... C[C@H](F)[C@H]1C(=S)[C@@H]1S
E ... -1090.8492 hartree
ΔE to the lowest compared entry with this formula, charge and spin ... 235.64 kJ/mol
Frontier orbital gap ... 7.88 eV